DFT (ωB97M-V/def2-TZVPD) results for a cluster of 10 separate species, C15H48ClN10O13 in total in a non-equilibrium geometry.

Summary:
<S²>: 0.76

```
! wB97M-V def2-TZVPD RIJCOSX def2/J DEFGRID3
* xyz 0 2
Cl -0.708 -0.946 -0.187
O -1.676 -0.688 0.869
O -1.060 -0.163 -1.371
O 0.564 -0.448 0.130
O -0.731 -2.351 -0.507
C 2.397 0.673 -2.962
C 2.981 1.737 -3.843
O 3.058 2.951 -3.150
H 2.394 -0.296 -3.461
H 1.357 0.904 -2.735
H 2.970 0.536 -2.045
H 2.459 1.866 -4.791
H 4.027 1.562 -4.094
H 3.691 3.436 -3.684
C 0.043 -2.911 3.268
C 1.366 -2.816 4.010
O 1.835 -4.107 4.393
H -0.647 -3.555 3.813
H 0.112 -3.283 2.246
H -0.374 -1.934 3.027
H 1.221 -2.282 4.949
H 2.083 -2.253 3.413
H 2.313 -4.492 3.656
C -4.189 2.484 1.265
O -4.521 1.884 2.299
N -4.358 3.763 0.981
N -3.727 1.850 0.286
H -4.926 4.312 1.611
H -4.025 4.111 0.093
H -3.462 0.885 0.424
H -3.622 2.331 -0.596
C 1.524 1.150 3.947
O 2.420 0.484 4.371
N 1.223 1.324 2.704
N 0.683 1.736 4.715
H 1.779 0.892 1.980
H 0.333 1.791 2.599
H 0.860 1.601 5.700
H -0.208 2.080 4.384
C 2.841 -3.598 -1.111
O 3.938 -4.035 -1.267
N 2.015 -3.172 -2.057
N 2.207 -3.765 -0.011
H 2.209 -3.185 -3.048
H 1.138 -2.744 -1.798
H 2.654 -4.292 0.726
H 1.321 -3.291 0.084
C -2.911 2.930 -3.082
O -3.200 3.210 -1.926
N -2.343 1.842 -3.558
N -3.148 3.822 -3.995
H -1.934 1.206 -2.889
H -2.382 1.601 -4.538
H -2.610 3.632 -4.829
H -3.574 4.689 -3.702
C 0.300 3.539 -0.485
O 0.143 4.674 -0.884
N 1.305 2.711 -0.690
N -0.614 2.952 0.132
H 1.278 1.707 -0.587
H 1.966 2.953 -1.414
H -0.520 1.952 0.236
H -1.568 3.280 0.075
C -4.984 -3.993 -2.205
C -4.724 -2.552 -1.794
C -4.532 -2.166 -0.326
O -3.491 -2.290 -2.434
H -4.084 -4.596 -2.328
H -5.558 -3.937 -3.130
H -5.585 -4.560 -1.494
H -5.599 -1.980 -2.101
H -3.837 -2.781 0.247
H -5.472 -2.152 0.225
H -4.150 -1.185 -0.045
H -2.894 -2.131 -1.699
C 3.741 -1.055 1.469
C 4.764 0.035 1.871
C 4.374 1.383 1.213
O 4.898 0.220 3.253
H 3.671 -0.969 0.385
H 2.750 -0.954 1.913
H 3.986 -2.097 1.672
H 5.753 -0.269 1.528
H 5.306 1.947 1.180
H 3.646 2.041 1.687
H 4.030 1.453 0.181
H 4.025 0.151 3.647
*
```

Atom charges from the Mulliken analysis, given in e for atoms 1 to 6: atom 1 (Cl): 1.3085, atom 2 (O): -0.7182, atom 3 (O): -0.4341, atom 4 (O): 0.0119, atom 5 (O): -0.7699, atom 6 (C): -0.1336

DFT (ωB97M-V/def2-TZVPD) results for a structure of composition C7H7NO3 in a non-equilibrium geometry.

Summary:
ΔE to the lowest compared entry with this formula, charge and spin: 112.5 kcal/mol

```
! wB97M-V def2-TZVPD RIJCOSX def2/J DEFGRID3
* xyz 0 1
C -1.312 -0.347 -0.006
C -1.491 0.984 -0.023
C -0.381 1.855 -0.109
C 0.840 1.369 -0.076
C 1.084 0.005 -0.019
C 2.531 -0.506 0.014
C -0.046 -0.868 0.011
H -2.934 -1.280 -0.858
H -2.625 -1.387 0.772
H -2.783 1.439 -0.286
H -0.787 2.984 -0.075
H 1.438 2.241 -0.203
H 3.143 0.866 0.779
H -0.901 -2.539 0.239
N -2.340 -1.352 0.003
O 3.527 0.397 0.110
O 2.799 -1.656 -0.345
O 0.238 -2.205 0.073
*
```

Atom charges from the Mulliken analysis, given in e for atoms 1 to 6: atom 1 (C): 0.3811, atom 2 (C): -0.1261, atom 3 (C): -0.5969, atom 4 (C): -0.4665, atom 5 (C): 0.2425, atom 6 (C): 0.4974

DFT (ωB97M-V/def2-TZVPD) results for an isolated molecule of C2H4N4.

Summary:
ΔE to the lowest compared entry with this formula, charge and spin: 102.8 kcal/mol

```
! wB97M-V def2-TZVPD RIJCOSX def2/J DEFGRID3
* xyz 0 1
C -1.762 0.015 0.320
N -0.328 0.082 0.294
N 0.646 0.610 0.999
C 1.759 0.218 0.350
N 1.515 -0.524 -0.731
N 0.213 -0.594 -0.697
H -2.071 -0.187 1.342
H -0.510 -1.067 -1.248
H -2.146 0.973 -0.037
H 2.758 0.489 0.662
*
```

Atom charges from the Mulliken analysis, given in e for atoms 1 to 6: atom 1 (C): -0.7402, atom 2 (N): 0.5246, atom 3 (N): -0.6996, atom 4 (C): 0.0381, atom 5 (N): -0.5534, atom 6 (N): 0.2263

DFT (ωB97M-V/def2-TZVPD) results for a structure of composition C30H44CeN4P2Si in a non-equilibrium geometry.

```
! wB97M-V def2-TZVPD RIJCOSX def2/J DEFGRID3
* xyz 2 1
Ce -0.615 -0.804 -1.367
C -1.742 1.929 -1.089
C -1.946 1.108 -2.205
C -1.063 1.083 -3.477
C 0.161 0.129 -3.677
C 1.309 0.263 -2.637
C 1.213 1.115 -1.530
C 0.722 2.556 -1.615
C -0.643 2.944 -0.972
C 0.911 -1.442 0.477
H -2.541 1.968 -0.333
H -2.881 0.502 -2.351
H -0.705 2.111 -3.663
H -1.772 0.866 -4.305
H -0.193 -0.956 -3.756
H 0.513 0.259 -4.724
H 2.135 -0.440 -2.857
H 1.735 0.846 -0.600
H 0.746 2.892 -2.651
H 1.472 3.226 -1.156
H -0.434 3.102 0.093
H -0.932 3.963 -1.318
H 1.616 -1.124 1.274
H 1.511 -1.281 -0.471
H 0.858 -2.556 0.565
P 1.445 -1.019 -7.484
P -2.124 -0.677 -7.431
N 2.884 0.009 -7.757
N 2.086 -2.283 -8.555
N -2.207 1.120 -7.521
N -3.763 -0.962 -8.001
C 0.317 -0.207 -8.782
C -1.067 -0.906 -8.952
C 3.688 0.437 -6.683
C 4.730 1.212 -7.174
C 4.564 1.274 -8.606
C 3.406 0.566 -8.931
C 2.226 -3.605 -8.132
C 2.752 -4.371 -9.166
C 2.920 -3.505 -10.291
C 2.487 -2.244 -9.894
C -1.597 1.879 -6.504
C -1.773 3.221 -6.758
C -2.328 3.310 -8.083
C -2.515 2.019 -8.551
C -4.559 -0.296 -8.941
C -5.645 -1.090 -9.262
C -5.535 -2.290 -8.493
C -4.389 -2.197 -7.731
H 0.844 -0.173 -9.755
H 0.191 0.844 -8.442
H -1.593 -0.538 -9.858
H -0.929 -1.999 -9.083
H 3.446 0.135 -5.672
H 5.532 1.644 -6.577
H 5.226 1.742 -9.316
H 2.937 0.408 -9.897
H 1.918 -3.874 -7.139
H 2.984 -5.421 -9.114
H 3.293 -3.747 -11.272
H 2.397 -1.349 -10.479
H -1.007 1.394 -5.740
H -1.532 4.025 -6.069
H -2.531 4.197 -8.660
H -2.830 1.691 -9.536
H -4.334 0.701 -9.265
H -6.395 -0.826 -9.985
H -6.210 -3.127 -8.514
H -3.961 -2.861 -6.996
C -0.318 -0.953 3.157
Si -0.620 -0.145 1.482
C -2.520 -0.388 1.185
C -0.491 1.685 2.058
H -0.556 -2.025 3.178
H -0.915 -0.482 3.958
H 0.736 -0.866 3.453
H -3.011 -0.089 2.131
H -3.037 0.196 0.404
H -2.796 -1.444 1.024
H -0.871 1.797 3.100
H 0.562 2.018 2.056
H -1.070 2.428 1.477
*
```

Atom charges from the Mulliken analysis, given in e for atoms 1 to 6: atom 1 (Ce): 1.1059, atom 2 (C): -0.7033, atom 3 (C): -1.1062, atom 4 (C): -0.1726, atom 5 (C): 0.3109, atom 6 (C): -1.0798

DFT (ωB97M-V/def2-TZVPD) results for a structure of composition C2H3CuO2 in a non-equilibrium geometry.

Summary:
<S²>: 0.75
ΔE to the lowest compared entry with this formula, charge and spin: 109.9 kcal/mol

```
! wB97M-V def2-TZVPD RIJCOSX def2/J DEFGRID3
* xyz 1 2
O -0.114 -0.061 -0.858
C 0.661 -1.148 -1.518
C 0.877 -0.529 -0.206
H 0.125 -2.095 -1.586
H 1.240 -0.806 -2.378
H -0.714 0.304 2.022
Cu -0.777 3.229 2.160
O -1.299 1.106 2.363
*
```

Atom charges from the Mulliken analysis, given in e for atoms 1 to 6: atom 1 (O): -0.1334, atom 2 (C): -0.2164, atom 3 (C): -0.0921, atom 4 (H): 0.2256, atom 5 (H): 0.2203, atom 6 (H): 0.4238

Number 1: energy -2585.87719 Ha. Number 2: energy -551.26622 Ha. Number 3: energy -297.48042 Ha. Number 4: energy -2835.07325 Ha. Number 5: energy -1868.43147 Ha.